# 1
This record from the Open Molecules 2025 dataset describes a single C6H11N molecule. The level of theory is the ωB97M-V functional and the def2-TZVPD basis.

Properties
calculated total energy	-7888.874	eV
orbital gap	8.8	eV
HOMO energy	-7.79	eV
energy relative to the best compared isomer or geometry (same formula, charge and spin)	1.657	eV
E_LUMO	0.98	eV

Geometry (Å):
C  -0.68822  -1.46115  -1.01868
N  -0.48950  0.80377  -3.02295
C  -0.25906  0.89303  -1.60990
C  -0.19467  -0.08697  -0.70466
C  0.52870  0.19887  0.56904
C  -0.07688  -0.00186  1.74631
C  0.58727  0.41450  3.04618
H  0.15112  -2.14582  -1.08415
H  -1.29274  -1.45044  -1.92236
H  -1.31704  -1.90278  -0.23881
H  0.21188  1.40564  -3.44533
H  -0.17301  -0.09586  -3.38006
H  0.14304  1.86840  -1.34594
H  1.32748  0.93411  0.57228
H  -0.82789  -0.78490  1.82070
H  1.11789  -0.44381  3.47169
H  -0.12756  0.74750  3.78726
H  1.37921  1.10777  2.75938


# 2
This record from the Open Molecules 2025 dataset describes a 2-piece molecular cluster, C2H11N3O overall. The level of theory is the ωB97M-V functional and the def2-TZVPD basis.

Properties
calculated total energy	-8767.307	eV
orbital gap	10.0	eV
HOMO energy	-8.94	eV
energy relative to the best compared isomer or geometry (same formula, charge and spin)	2.507	eV
E_LUMO	1.02	eV

Geometry (Å):
C  1.32353  0.47609  1.05863
C  1.07284  -1.22575  -0.64374
N  0.69541  -0.79028  0.69646
H  -1.80582  -0.07138  -1.53128
H  0.96605  1.23960  0.36665
H  2.15511  -1.38160  -0.75587
H  1.02614  0.74686  2.07187
H  2.42086  0.44122  1.01049
H  0.75835  -0.45723  -1.35109
H  0.55935  -2.15909  -0.87591
N  -2.22195  0.56421  -0.83782
N  -2.09482  0.02311  0.37952
O  -0.91822  1.48144  -1.25302
H  -1.28285  2.35741  -1.42433
H  0.95541  -1.50551  1.37006
H  -2.44010  0.64774  1.10365
H  -1.16931  -0.38685  0.61573


# 3
This record from the Open Molecules 2025 dataset describes C35H33Cl3N4NiOS2Te as an isolated structure. The level of theory is the ωB97M-V functional and the def2-TZVPD basis.

Properties
multiplicity	3
calculated total energy	-152410.095	eV
orbital gap (alpha / beta)	5.8 / 5.9	eV
HOMO energy (alpha / beta)	-6.18 / -6.67	eV
E_LUMO (alpha / beta)	-0.40 / -0.82	eV

Geometry (Å):
Ni  -0.80840  -0.48906  -2.67629
N  -1.41977  -2.02958  -3.97115
C  -0.44615  -2.20891  -4.99344
C  -0.59415  -3.09707  -6.04364
C  0.46423  -3.31498  -6.92740
C  1.65871  -2.65376  -6.76755
C  1.81272  -1.68120  -5.76278
C  2.98201  -0.91351  -5.59681
C  2.99804  0.07197  -4.63324
C  1.85392  0.31324  -3.88243
N  0.74276  -0.41431  -3.97264
C  0.72735  -1.42788  -4.88212
H  -2.37012  -2.19637  -4.29774
H  -1.24262  -2.66241  -3.18499
H  -1.52331  -3.63543  -6.17151
H  0.34856  -4.03126  -7.72675
H  2.49174  -2.85946  -7.42213
H  3.83292  -1.09038  -6.23749
H  3.86860  0.69229  -4.48410
H  1.83787  1.14833  -3.19377
C  -5.12266  -2.67106  -2.44685
C  -4.90333  -1.64131  -1.32885
C  -5.01199  -2.34186  0.02661
C  -5.94977  -0.52850  -1.41611
C  -3.57364  -1.05888  -1.52093
C  -2.50901  -0.54767  -1.83487
H  -6.10269  -3.13461  -2.35080
H  -4.36605  -3.45233  -2.39174
H  -5.05848  -2.19372  -3.42229
H  -5.98345  -2.82287  0.11791
H  -4.90273  -1.62217  0.83457
H  -4.23690  -3.09788  0.13587
H  -6.94803  -0.93235  -1.26222
H  -5.91225  -0.04487  -2.38917
H  -5.75417  0.22247  -0.65396
Cl  6.73754  3.41720  5.87147
C  5.61206  2.73870  4.75512
C  5.94590  1.59649  4.04392
C  5.02362  1.05586  3.16791
C  3.77082  1.62790  2.99262
C  2.77485  0.99937  2.04553
C  2.98333  1.57860  0.62442
N  1.78351  1.47867  -0.15285
C  0.89871  2.48283  -0.41636
C  -0.12859  1.92141  -1.11462
N  0.11841  0.58931  -1.27299
C  1.26489  0.35161  -0.67790
O  2.94926  -0.40309  1.98221
C  1.89596  -1.17889  2.52558
C  1.45111  -0.74499  3.89109
C  2.24500  -0.69236  5.00006
Cl  3.88191  -1.16248  5.11120
S  1.40674  -0.08836  6.39026
C  -0.03335  0.08842  5.46249
C  0.13822  -0.28930  4.17522
C  3.46761  2.78588  3.70257
Cl  1.93199  3.55000  3.49956
C  4.37610  3.34242  4.58739
H  6.91146  1.13543  4.18241
H  5.25480  0.15472  2.62193
H  1.76010  1.24826  2.38105
H  3.77995  0.99913  0.15041
H  3.27774  2.62926  0.68971
H  1.07096  3.48936  -0.10233
H  -1.01597  2.38027  -1.50600
H  1.74387  -0.60557  -0.59019
H  2.30464  -2.19319  2.55453
H  1.02316  -1.15786  1.85595
H  -0.91960  0.46819  5.92806
H  -0.64214  -0.26470  3.43060
H  4.12133  4.23115  5.14062
Te  -2.27055  -0.02152  1.18412
C  -2.83818  1.52075  2.47250
C  -4.05532  1.77349  3.03861
C  -4.04622  2.84476  3.95332
C  -2.82004  3.41657  4.07251
S  -1.66152  2.66305  3.05454
H  -4.93516  1.19754  2.80741
H  -4.90724  3.16985  4.51092
H  -2.51146  4.22319  4.70624


# 4
This record from the Open Molecules 2025 dataset describes a 10-piece molecular cluster, H20O10 overall. The level of theory is the ωB97M-V functional and the def2-TZVPD basis.

Properties
multiplicity	2
calculated total energy	-20799.536	eV
net charge	-1
orbital gap (alpha / beta)	2.6 / 9.0	eV
HOMO energy (alpha / beta)	-0.26 / -6.79	eV
energy relative to the best compared isomer or geometry (same formula, charge and spin)	0.855	eV
E_LUMO (alpha / beta)	2.33 / 2.21	eV

Geometry (Å):
O  -8.06856  -4.61197  10.28422
H  -7.42456  -3.94329  10.05105
H  -8.90511  -4.14684  10.29278
O  -11.06908  -6.11675  14.64056
H  -10.54276  -5.36550  14.91411
H  -11.00772  -6.11770  13.68533
O  -12.53139  -8.75632  12.09593
H  -13.43974  -9.04560  12.18229
H  -12.52020  -8.23748  11.29161
O  -10.28780  -2.99881  11.58378
H  -10.04828  -2.92004  12.50717
H  -10.62634  -3.89010  11.49885
O  -9.20725  -7.00794  11.42981
H  -10.08441  -6.66076  11.26764
H  -8.61673  -6.30961  11.14721
O  -5.67631  -6.68001  9.24478
H  -5.41219  -5.76001  9.25374
H  -6.63272  -6.65542  9.27485
O  -5.62677  -7.15599  12.68078
H  -4.68424  -7.04825  12.55326
H  -6.00949  -6.34989  12.33443
O  -9.14433  -5.50417  7.76501
H  -8.47670  -5.29737  7.11099
H  -8.72084  -5.32624  8.60479
O  -9.83462  -9.51605  12.27588
H  -10.72415  -9.16777  12.33641
H  -9.30578  -8.77399  11.98279
O  -11.54580  -5.57839  11.48776
H  -12.22649  -5.02879  11.87614
H  -12.02559  -6.22344  10.96819


Please write out number 4 again, unchanged.
This record from the Open Molecules 2025 dataset describes a 10-piece molecular cluster, H20O10 overall. The level of theory is the ωB97M-V functional and the def2-TZVPD basis.

Properties
multiplicity	2
calculated total energy	-20799.536	eV
net charge	-1
orbital gap (alpha / beta)	2.6 / 9.0	eV
HOMO energy (alpha / beta)	-0.26 / -6.79	eV
energy relative to the best compared isomer or geometry (same formula, charge and spin)	0.855	eV
E_LUMO (alpha / beta)	2.33 / 2.21	eV

Geometry (Å):
O  -8.06856  -4.61197  10.28422
H  -7.42456  -3.94329  10.05105
H  -8.90511  -4.14684  10.29278
O  -11.06908  -6.11675  14.64056
H  -10.54276  -5.36550  14.91411
H  -11.00772  -6.11770  13.68533
O  -12.53139  -8.75632  12.09593
H  -13.43974  -9.04560  12.18229
H  -12.52020  -8.23748  11.29161
O  -10.28780  -2.99881  11.58378
H  -10.04828  -2.92004  12.50717
H  -10.62634  -3.89010  11.49885
O  -9.20725  -7.00794  11.42981
H  -10.08441  -6.66076  11.26764
H  -8.61673  -6.30961  11.14721
O  -5.67631  -6.68001  9.24478
H  -5.41219  -5.76001  9.25374
H  -6.63272  -6.65542  9.27485
O  -5.62677  -7.15599  12.68078
H  -4.68424  -7.04825  12.55326
H  -6.00949  -6.34989  12.33443
O  -9.14433  -5.50417  7.76501
H  -8.47670  -5.29737  7.11099
H  -8.72084  -5.32624  8.60479
O  -9.83462  -9.51605  12.27588
H  -10.72415  -9.16777  12.33641
H  -9.30578  -8.77399  11.98279
O  -11.54580  -5.57839  11.48776
H  -12.22649  -5.02879  11.87614
H  -12.02559  -6.22344  10.96819